Record 1
The following is a DFT calculation (the ωB97M-V functional and the def2-TZVPD basis) of a cluster of 2 separate species, C4H9NO2 in total.

CARTESIAN COORDINATES (ANGSTROEM)
C  1.6747  0.5416  -1.4292
C  -1.1616  -0.0555  -0.7241
O  1.6172  1.6067  -0.8358
H  0.5653  1.7259  0.3674
H  1.6192  0.4882  -2.5236
H  1.8816  -0.4090  -0.9187
H  -1.7570  0.7650  -1.1116
H  -1.8026  -0.9096  -0.5382
H  -0.4800  -0.4233  -1.4855
C  -0.7054  0.3103  0.8902
C  0.2285  -0.7819  1.3459
N  -0.0444  -1.9907  1.5596
O  -0.2115  1.5696  1.0388
H  -1.0323  -2.2184  1.4342
H  -1.6539  0.2520  1.4392
H  1.2622  -0.4708  1.4915

Summary:
HOMO-LUMO gap	9.34	eV
LUMO energy	-0.1	eV
relative energy (zero: lowest compared OMol25 entry of this formula, charge and spin)	78.8	kcal per mole
charge	0
multiplicity	1
SMILES string	[H]/N=C\[C@H](C)O.C=O

Record 2
The following is a DFT calculation (the ωB97M-V functional and the def2-TZVPD basis) of the molecule C4H9NO2.

CARTESIAN COORDINATES (ANGSTROEM)
C  0.5592  0.3111  -0.0302
C  0.7474  -0.7111  -1.2038
C  2.0996  -1.3479  -1.0168
O  2.6021  -1.7586  -0.0063
N  -0.8015  0.8435  -0.2136
C  -1.5147  1.2987  0.9499
O  -2.1887  0.1328  1.5459
H  1.2946  1.1131  -0.0393
H  0.6776  -0.2815  0.8813
H  0.0644  -1.5983  -1.0613
H  0.6905  -0.4233  -2.2445
H  2.5440  -1.4309  -2.0181
H  -1.4440  0.0964  -0.4759
H  -2.3876  1.9186  0.7074
H  -0.8560  1.6975  1.7185
H  -2.0870  0.1399  2.5068

Summary:
HOMO-LUMO gap	10.35	eV
LUMO energy	0.9	eV
relative energy (zero: lowest compared OMol25 entry of this formula, charge and spin)	57.2	kcal per mole
charge	0
multiplicity	1
SMILES string	O=CCCNCO